1.
A molecular structure, C43H53N10P2Re, computed with ωB97M-V/def2-TZVPD.

XYZ file:
```
109
C43H53N10P2Re (ωB97M-V/def2-TZVPD)
Re 0.506 -0.414 0.320
C -0.342 -1.001 4.543
C 0.660 -0.331 5.246
C 1.668 0.274 4.531
C 1.676 0.218 3.133
N 0.629 -0.310 2.454
C -0.322 -0.948 3.175
N 2.853 0.630 2.538
C 3.210 0.403 1.339
N 2.436 -0.166 0.288
C 3.313 -0.432 -0.784
N 3.032 -1.005 -1.885
C 1.782 -1.236 -2.403
C 1.779 -1.876 -3.654
C 0.638 -1.926 -4.412
C -0.510 -1.305 -3.913
C -0.466 -0.769 -2.655
N 0.630 -0.776 -1.847
C 4.645 0.059 -0.431
C 5.828 0.046 -1.150
C 6.939 0.618 -0.543
C 6.863 1.173 0.737
C 5.675 1.170 1.458
C 4.570 0.611 0.842
H -1.137 -1.531 5.051
H 0.665 -0.316 6.328
H 2.510 0.752 5.012
H -1.086 -1.434 2.593
H 2.725 -2.259 -4.011
H 0.641 -2.396 -5.389
H -1.425 -1.248 -4.488
H -1.347 -0.308 -2.245
H 5.882 -0.393 -2.137
H 7.885 0.633 -1.069
H 7.753 1.608 1.176
H 5.614 1.587 2.455
C -3.184 -1.240 -0.600
P -2.124 0.009 0.212
C -2.279 1.416 -0.965
N -3.392 1.486 -1.667
C -3.529 2.508 -2.533
C -4.724 2.640 -3.287
C -4.863 3.693 -4.156
C -3.829 4.640 -4.316
C -2.655 4.530 -3.611
C -2.486 3.458 -2.700
N -1.328 3.327 -2.023
C -1.219 2.334 -1.166
P 0.405 2.106 -0.343
C 1.563 2.273 -1.739
C 0.742 3.686 0.647
C 0.963 4.854 -0.327
C 2.010 3.504 1.481
C -0.425 4.018 1.575
C -3.250 0.497 1.659
C -3.712 -0.772 2.397
C -4.509 1.208 1.135
C -2.548 1.485 2.584
H -4.196 -0.846 -0.652
H -3.180 -2.162 -0.020
H -2.869 -1.451 -1.621
H -5.510 1.908 -3.145
H -5.777 3.807 -4.726
H -3.967 5.461 -5.008
H -1.848 5.243 -3.729
H 2.586 2.358 -1.365
H 1.308 3.175 -2.290
H 1.495 1.424 -2.410
H 1.884 4.749 -0.900
H 1.066 5.757 0.278
H 0.129 5.001 -1.010
H 2.877 3.212 0.877
H 1.873 2.785 2.283
H 2.251 4.466 1.941
H -1.387 4.045 1.057
H -0.257 5.013 1.990
H -0.477 3.324 2.414
H -4.463 -1.316 1.825
H -4.184 -0.463 3.333
H -2.918 -1.474 2.653
H -5.053 0.645 0.379
H -4.284 2.196 0.735
H -5.181 1.345 1.986
H -1.625 1.114 3.022
H -3.226 1.741 3.402
H -2.336 2.406 2.049
C -1.496 -5.636 -1.025
C -1.538 -4.297 -1.724
N -0.870 -3.302 -0.882
C 0.096 -3.544 0.011
N 0.671 -2.469 0.645
C 1.837 -2.833 1.494
C 1.588 -4.097 2.281
C 1.391 -5.219 1.297
N 0.452 -4.807 0.242
C -0.068 -5.903 -0.605
H -1.842 -6.421 -1.694
H -2.148 -5.630 -0.150
H -2.563 -3.971 -1.890
H -1.041 -4.354 -2.695
H -1.014 -2.335 -1.087
H 2.063 -2.017 2.169
H 2.709 -2.955 0.841
H 0.707 -3.975 2.916
H 2.439 -4.312 2.927
H 0.975 -6.102 1.777
H 2.338 -5.508 0.836
H -0.001 -6.817 -0.020
H 0.582 -6.022 -1.475
```

Summary:
**ΔE to the lowest compared entry with this formula, charge and spin**: 0.0 kJ/mol
**Spin multiplicity**: 2
**F_max**: 0.9 eV/A
**Charge**: +3
**Gap between HOMO and LUMO (alpha / beta)**: 5.64 / 5.96 eV


2.
A molecular structure, C43H54BF5Ge2I2NO4Rb, computed with ωB97M-V/def2-TZVPD.

XYZ file:
```
113
C43H54BF5Ge2I2NO4Rb (ωB97M-V/def2-TZVPD)
Rb 0.039 0.287 0.271
I -3.406 0.309 -0.700
C -3.260 0.361 -2.824
I -2.565 -1.458 -3.699
H -2.544 1.114 -3.132
H -4.233 0.553 -3.262
C 1.932 -4.639 2.045
C 1.755 -3.141 1.790
Ge 2.316 -2.737 -0.048
C 1.178 -3.834 -1.259
C 1.931 -4.951 -1.970
C 4.239 -3.063 -0.338
C 4.749 -1.917 -0.835
Ge 3.147 -0.776 -1.204
C 3.297 1.099 -0.649
C 4.665 1.682 -1.013
C 2.783 -0.989 -3.148
C 3.131 0.226 -4.000
C 6.183 -1.752 -1.114
C 6.622 -1.132 -2.285
C 7.976 -1.004 -2.557
C 8.919 -1.471 -1.653
C 8.496 -2.067 -0.472
C 7.142 -2.204 -0.204
H 1.634 -4.912 3.061
H 2.974 -4.948 1.918
H 1.330 -5.245 1.359
H 2.340 -2.552 2.492
H 0.714 -2.849 1.939
H 0.711 -3.169 -1.991
H 0.356 -4.245 -0.664
H 2.770 -4.556 -2.550
H 1.291 -5.512 -2.659
H 2.352 -5.667 -1.257
H 4.873 -3.931 -0.143
H 3.178 1.143 0.435
H 2.495 1.689 -1.091
H 5.477 1.106 -0.564
H 4.758 2.711 -0.655
H 4.832 1.697 -2.094
H 1.720 -1.206 -3.257
H 3.342 -1.872 -3.476
H 2.636 1.121 -3.618
H 2.808 0.102 -5.039
H 4.208 0.423 -4.019
H 5.894 -0.751 -2.993
H 8.291 -0.526 -3.478
H 9.977 -1.360 -1.858
H 9.223 -2.415 0.252
H 6.805 -2.642 0.727
C -1.125 3.366 2.694
C -1.805 2.174 3.362
C -1.352 2.029 4.817
C -3.319 2.231 3.260
C -4.015 3.306 3.799
C -5.400 3.359 3.765
C -6.102 2.315 3.180
C -5.440 1.225 2.626
C -6.231 0.085 2.013
C -7.071 -0.646 3.060
C -7.108 0.562 0.855
C -4.033 1.176 2.651
N -3.337 0.124 2.043
C -3.068 -0.936 2.824
C -3.494 -1.153 4.158
C -3.162 -2.304 4.862
C -2.386 -3.306 4.307
C -1.917 -3.120 3.002
C -2.252 -1.986 2.321
F -1.736 -1.813 1.064
H -0.039 3.254 2.737
H -1.380 4.300 3.207
H -1.414 3.467 1.647
H -1.500 1.268 2.842
H -1.643 2.903 5.410
H -0.265 1.930 4.863
H -1.797 1.143 5.274
H -3.455 4.113 4.263
H -5.927 4.204 4.196
H -7.187 2.340 3.158
H -5.497 -0.618 1.614
H -7.827 0.018 3.492
H -6.446 -1.025 3.870
H -7.594 -1.496 2.611
H -7.868 1.270 1.200
H -7.630 -0.283 0.395
H -6.511 1.053 0.086
H -4.093 -0.392 4.645
H -3.526 -2.401 5.881
H -2.122 -4.196 4.863
H -1.270 -3.838 2.510
F 3.545 -0.375 2.216
B 2.487 0.121 3.015
F 1.261 -0.401 2.505
F 2.431 1.521 2.922
F 2.649 -0.306 4.333
O -0.035 2.586 -1.309
C 0.056 1.832 -2.299
O 0.412 0.627 -2.285
C -0.341 2.408 -3.658
C -0.330 1.599 -4.785
C -0.731 2.077 -6.036
C -1.128 3.389 -6.091
O -1.580 4.101 -7.186
C -1.824 5.422 -6.715
O -1.596 5.460 -5.317
C -1.136 4.199 -4.971
C -0.753 3.744 -3.737
H -0.014 0.572 -4.656
H -0.738 1.444 -6.913
H -2.865 5.687 -6.919
H -1.135 6.112 -7.215
H -0.769 4.348 -2.840
```

Summary:
**ΔE to the lowest compared entry with this formula, charge and spin**: 0.0 kJ/mol
**F_max**: 0.9 eV/A
**Charge**: -2
**Gap between HOMO and LUMO**: 5.62 eV